No. 1
34
Properties=species:S:1:pos:R:3:lowdin_charge:R:1 method="wB97M-V/def2-TZVPD" relative_energy_ev=2.113 total_charge=0 e_homo_ha=-0.31444 multiplicity=1 smiles="CCN(C)C(C)=O.Cc1ccc(O)cc1"
C 0.69653 0.97698 -2.21580 -0.099
C 1.08181 -0.05544 -1.07892 -0.200
N 2.25902 -0.93132 -1.03025 -0.090
C 3.35071 -0.71766 -0.11359 -0.081
C 2.65415 -1.41248 -2.28212 -0.497
C 1.68057 -1.49473 -3.44264 -0.005
O 3.76187 -1.85418 -2.51546 0.047
H 0.45014 1.97424 -1.80012 0.073
H -0.25744 0.78126 -2.74340 0.072
H 1.46640 0.96838 -2.96452 0.055
H 1.09821 0.56083 -0.17121 0.117
H 0.25820 -0.76502 -1.24928 0.091
H 3.50116 0.22984 0.40454 0.077
H 3.64908 -1.38226 0.77113 0.108
H 4.23970 -0.69282 -0.77048 0.081
H 0.65164 -1.19615 -3.21094 0.054
H 2.09082 -0.95867 -4.28792 0.097
H 1.47708 -2.56841 -3.45852 0.098
C -1.80119 3.03528 3.32920 -0.071
C -2.19121 1.83517 2.54603 -0.293
C -1.98008 1.92206 1.16129 -0.045
C -1.84324 0.78587 0.37056 -0.024
C -2.08964 -0.44073 0.96673 -0.333
O -1.96038 -1.62806 0.31714 0.031
C -2.50861 -0.56854 2.28989 -0.003
C -2.45821 0.58024 3.08296 -0.043
H -0.89436 2.93981 3.92928 0.082
H -2.58564 3.26641 4.06352 0.079
H -1.69843 3.93348 2.70186 0.078
H -2.06397 2.91381 0.70544 0.115
H -1.55262 0.80146 -0.67085 0.093
H -2.27072 -1.71183 -0.58927 0.109
H -2.70463 -1.46946 2.83481 0.111
H -2.51478 0.40842 4.15927 0.116

---

No. 2
40
Properties=species:S:1:pos:R:3:lowdin_charge:R:1 method="wB97M-V/def2-TZVPD" s_squared=2.011 total_charge=0 e_homo_ha="-0.28463 / -0.29021" multiplicity=3
Ni 0.13389 0.83580 0.37556 -0.109
S 0.93638 0.83552 2.43817 0.600
C 1.79169 2.16261 1.67071 -1.084
S 1.46655 2.46935 0.02171 0.640
C 2.72874 2.90562 2.40420 -0.388
C 3.39384 4.02612 1.87193 -0.253
N 3.94564 4.96997 1.48570 0.153
C 3.04109 2.53858 3.71634 -0.277
N 3.25534 2.29833 4.83137 0.155
C -3.46304 2.91391 -0.29289 0.008
C -2.42151 2.16208 0.48766 -0.510
N -2.23632 2.55537 1.76027 0.207
O -1.72097 1.26546 -0.05917 -0.128
H -4.16307 3.48913 0.34306 0.088
H -4.07704 2.17076 -0.80587 0.089
H -2.97271 3.59446 -1.04875 0.121
H -2.86220 3.29579 2.05216 0.117
H -1.44413 2.22288 2.31876 0.076
C -2.19280 -2.16494 0.42351 -0.148
C -1.36242 -2.10807 -0.87153 -0.402
As 0.37617 -1.18594 -0.69244 1.206
C 1.24489 -1.46204 -2.50956 -0.380
C 0.76804 -0.45101 -3.52990 -0.179
C 1.51519 -2.46779 0.28825 -0.407
C 1.39543 -3.89578 -0.20322 -0.176
H -3.12032 -2.68173 0.26696 0.064
H -2.37222 -1.17533 0.80613 0.042
H -1.65011 -2.72012 1.19355 0.071
H -1.90679 -1.54708 -1.63232 0.061
H -1.11507 -3.10581 -1.28582 0.061
H 0.91807 -2.51277 -2.73690 0.071
H 2.33486 -1.39946 -2.27383 0.081
H -0.31451 -0.36079 -3.45428 0.058
H 1.03321 -0.69533 -4.55534 0.070
H 1.19912 0.51946 -3.28786 0.068
H 1.19365 -2.33157 1.31391 0.046
H 2.53717 -2.06614 0.20147 0.080
H 0.37254 -4.31713 -0.25367 0.065
H 1.98536 -4.58004 0.43594 0.079
H 1.82839 -4.00234 -1.21397 0.066

---

No. 3
66
Properties=species:S:1:pos:R:3:lowdin_charge:R:1 method="wB97M-V/def2-TZVPD" s_squared=6.003 total_charge=0 e_homo_ha="-0.28482 / -0.37758" multiplicity=5
V 1.60314 -2.23471 2.42425 0.423
C 1.61045 -1.98258 -1.61287 -0.606
F 1.46120 -0.70729 -1.95128 0.132
F 1.46001 -2.75048 -2.69665 0.150
F 2.86713 -2.17068 -1.19464 0.119
S 0.29281 -2.50868 -0.24676 0.715
O -1.01626 -2.70441 -0.84707 -0.307
O 0.89010 -3.68748 0.39777 -0.377
N 0.52650 -1.22710 0.99820 -0.441
S -0.52970 -0.14405 0.62336 0.572
O -0.82292 -0.03033 -0.79885 -0.333
O -1.67177 -0.30934 1.54953 -0.314
C 0.35888 1.52144 1.15760 -0.703
F 1.35378 1.82574 0.31749 0.031
F -0.51276 2.49681 1.03938 0.071
F 0.73649 1.46379 2.40014 0.121
C -3.99356 -2.11628 -2.19749 -0.941
Cl -4.14552 -3.87384 -2.47173 0.493
Cl -4.49803 -1.33954 -3.78331 0.463
H -4.65997 -1.76927 -1.40782 0.010
H -2.99453 -1.80602 -1.89126 -0.003
C 6.05664 -2.86336 -0.58691 -0.961
Cl 6.32268 -1.52010 0.58176 0.477
Cl 6.53191 -4.39201 0.21519 0.486
H 5.00006 -2.96922 -0.83292 -0.001
H 6.56278 -2.71252 -1.54041 0.040
C -2.60475 -3.47786 2.66920 -0.887
Cl -2.68134 -4.50921 1.16220 0.520
Cl -0.90650 -3.31208 3.09250 0.581
H -3.14929 -2.54576 2.51832 0.042
H -3.12079 -4.06011 3.43260 0.030
C 4.25200 1.18392 1.75085 -0.916
Cl 3.37605 -0.34000 1.97359 0.561
Cl 4.47880 1.52741 -0.00785 0.508
H 3.60261 1.96224 2.15162 0.026
H 5.20000 1.27026 2.28183 0.045
C -1.55905 0.42213 -4.04233 -1.049
Cl -2.03578 0.34555 -5.68448 0.553
Cl -2.44323 1.76255 -3.14724 0.449
H -1.78822 -0.50006 -3.50834 -0.012
H -0.47281 0.50834 -4.01467 0.018
C -0.06300 -6.81447 -0.33862 -1.026
Cl -1.38938 -7.95203 0.06826 0.470
Cl -0.09837 -6.62148 -2.08134 0.514
H -0.22749 -5.87060 0.18113 -0.029
H 0.92284 -7.15360 -0.02047 0.036
C -2.07636 4.65649 4.13366 -1.007
Cl -1.47712 3.02771 3.76854 0.549
Cl -2.51419 4.91121 5.87940 0.470
H -1.34363 5.40401 3.82965 0.010
H -2.96695 4.89130 3.55071 -0.007
C 0.27462 5.71921 0.46299 -1.053
Cl 0.91941 7.00743 1.43958 0.539
Cl -1.49731 5.53379 0.63982 0.524
H 0.52110 5.95400 -0.57249 0.009
H 0.68110 4.79144 0.86563 -0.002
C -4.16611 2.57321 0.41577 -0.951
Cl -4.90649 1.07907 -0.21658 0.502
Cl -4.58156 2.74116 2.18853 0.474
H -3.08658 2.46131 0.31474 -0.003
H -4.49666 3.42937 -0.17230 0.034
C 2.61929 3.69872 -2.67194 -0.953
Cl 1.04763 2.98482 -2.19180 0.552
Cl 3.22376 4.69211 -1.33186 0.511
H 3.18658 2.78797 -2.86385 0.018
H 2.55788 4.34188 -3.54982 0.034

---

No. 4
39
Properties=species:S:1:pos:R:3:lowdin_charge:R:1 method="wB97M-V/def2-TZVPD" total_charge=-1 e_homo_ha=-0.06421 multiplicity=1
O 5.72422 1.67695 3.94433 0.181
C 4.62522 1.27313 3.78130 -0.554
O 4.03956 0.26839 4.50887 0.095
C 2.97865 -0.20114 3.70932 -0.344
F 3.53636 -0.99297 2.75193 0.082
C 2.50409 1.09475 3.06698 -0.556
Cl 1.60180 2.03679 4.28569 0.694
O 3.75119 1.72952 2.84270 0.043
H 2.23369 -0.75849 4.26810 0.167
H 1.90989 0.93620 2.15752 0.122
C -0.73869 2.10462 -1.58922 -0.048
C -1.43165 0.95517 -0.83245 -0.535
C -2.57675 0.41037 -1.70172 -0.165
C -2.12453 -0.42477 -2.90454 -0.185
C -0.79418 -1.15088 -2.64990 -0.155
C -0.46589 -1.35524 -1.16790 -0.561
N -0.41106 -0.05945 -0.51863 -0.209
O -0.11621 -0.18247 0.84873 -0.322
C 0.93618 -1.96407 -1.08119 -0.064
C -1.44780 -2.35813 -0.52531 -0.042
C -2.05927 1.53161 0.43392 -0.073
H 0.06225 2.50878 -0.96776 0.076
H -1.43705 2.91617 -1.83160 0.069
H -0.29393 1.74382 -2.51894 0.065
H -3.22447 -0.20018 -1.06870 0.093
H -3.19914 1.24724 -2.03839 0.106
H -2.90599 -1.15534 -3.13414 0.097
H -2.03416 0.20381 -3.79494 0.095
H -0.80166 -2.12073 -3.15811 0.105
H 0.02959 -0.58225 -3.09230 0.104
H 1.66982 -1.25032 -1.46044 0.077
H 0.99526 -2.88429 -1.67550 0.070
H 1.18369 -2.19354 -0.04624 0.065
H -1.40442 -3.32631 -1.03708 0.070
H -2.48017 -2.00861 -0.56032 0.061
H -1.17513 -2.50126 0.52015 0.065
H -2.78907 2.30196 0.15368 0.072
H -1.30317 1.97581 1.07634 0.066
H -2.56710 0.75534 1.00576 0.074

---

No. 5
39
Properties=species:S:1:pos:R:3:lowdin_charge:R:1 method="wB97M-V/def2-TZVPD" total_charge=-1 e_homo_ha=-0.08748 multiplicity=1
C 0.12221 3.35366 -1.22723 -0.047
C -0.96722 2.57592 -0.30899 -0.295
C -0.90903 2.89428 1.25406 -0.039
N -1.83470 1.77998 -0.91876 0.109
C -1.76932 0.37723 -0.43554 -0.365
C -2.96013 -0.32172 -1.32056 -0.063
C -4.25955 -0.39237 -0.36502 -0.203
N -5.14412 0.59665 -0.39482 0.048
O -2.19494 0.05940 0.92819 0.008
C -1.16033 -0.73594 1.49909 -0.368
O -1.19354 -1.69452 2.28019 0.138
O 0.03868 -0.18768 0.89238 -0.012
C -0.30048 -0.25064 -0.52524 -0.172
C -0.12618 -1.79746 -0.90581 -0.175
C 1.08664 -2.53196 -0.16655 -0.629
C 2.49999 -1.78971 -0.28885 -0.144
Cl 1.27994 -4.18028 -1.03684 0.470
H 1.16032 3.23397 -0.77459 0.096
H 0.07069 2.91613 -2.27950 0.078
H -0.24064 4.45129 -1.24469 0.083
H -0.00324 2.42629 1.76919 0.099
H -1.90272 2.63062 1.74571 0.087
H -0.76495 4.03852 1.34319 0.088
H -3.26038 0.40727 -2.16121 0.117
H -2.66760 -1.34185 -1.73201 0.102
H -4.49442 -1.25987 0.33443 0.116
H -5.91090 0.40436 0.26817 0.028
H 0.49046 0.33915 -1.09011 0.169
H -1.08300 -2.39530 -0.69323 0.115
H 0.06203 -1.88774 -2.03183 0.120
H 0.86860 -2.81350 0.92661 0.109
H 2.42457 -0.66638 -0.09629 0.065
H 3.06061 -2.00901 -1.26436 0.080
H 3.17385 -2.20957 0.54812 0.084
C 5.33167 -0.78201 1.48606 -0.537
O 4.27420 -0.03040 1.18007 -0.424
H 6.33289 -0.29972 1.42358 0.020
H 5.36944 -1.21099 2.51270 0.023
H 5.50061 -1.69611 0.87026 0.019

---

No. 6
44
Properties=species:S:1:pos:R:3:lowdin_charge:R:1 method="wB97M-V/def2-TZVPD" relative_energy_ev=0.221 total_charge=+2 e_homo_ha="-0.56387 / -0.56380" multiplicity=1
Co 0.07506 0.06786 0.64138 0.574
N 2.38977 2.85876 -3.45939 0.253
C 1.37591 1.87246 -2.87316 -0.247
C 2.06917 0.65837 -2.26918 -0.060
C 2.63361 0.85896 -0.84356 -0.283
N 1.97410 -0.10145 0.06742 0.055
C 2.42566 2.26504 -0.29373 -0.085
C 0.99172 2.75221 -0.45675 -0.275
N 0.10044 2.03711 0.49313 0.056
C 0.43686 2.55896 -1.88923 -0.061
H 2.97391 2.40062 -4.16464 0.184
H 3.01418 3.25563 -2.75488 0.159
H 1.91188 3.63794 -3.92089 0.184
H 0.80569 1.55861 -3.74655 0.167
H 2.83803 0.27336 -2.94188 0.138
H 1.29776 -0.11613 -2.23968 0.141
H 3.70311 0.64353 -0.84168 0.160
H 2.44685 -0.12464 0.97334 0.140
H 2.03842 -1.05368 -0.29245 0.130
H 3.11703 2.96673 -0.76813 0.124
H 2.70848 2.29203 0.76203 0.144
H 0.95561 3.81161 -0.19994 0.159
H -0.86940 2.23838 0.25268 0.124
H 0.20188 2.39860 1.44268 0.152
H 0.08146 3.50877 -2.29390 0.138
H -0.44610 1.91429 -1.84883 0.130
O -3.70811 0.30173 0.29633 -0.189
S -2.43307 -0.23601 0.58000 0.641
O -1.56462 0.51656 1.55971 -0.313
O -1.48213 -0.24732 -0.59998 -0.309
C -2.61267 -1.78743 1.42054 -0.220
C -3.90647 -2.26612 1.49004 -0.016
C -4.20174 -3.38059 2.27483 -0.008
C -3.20896 -3.99757 3.00354 -0.007
C -1.89743 -3.52774 2.93806 -0.014
C -1.59072 -2.42837 2.16194 -0.220
S 0.13809 -2.07874 1.99308 0.640
O 0.89939 -3.13965 2.53007 -0.184
O 0.54239 -0.69979 2.45727 -0.290
O 0.22308 -1.85597 0.50155 -0.325
H -4.69061 -1.75680 0.94808 0.127
H -5.21906 -3.74425 2.31455 0.130
H -3.43354 -4.85653 3.62042 0.130
H -1.10722 -4.03122 3.47736 0.128

---

no.,largest force on an atom (eV/Å)
1,3.1
2,2.6
3,4.7
4,0.6
5,5.0
6,0.6